# 1
239
Properties=species:S:1:pos:R:3 method="wB97M-V/def2-TZVPD" total_charge=-1 e_homo_ev="0.356 / -6.727" s2=0.751 e_lumo_ev="1.82 / 1.81" spin_multiplicity=2
C 5.09 4.07 -6.92
C 3.69 3.47 -6.97
C 3.20 2.67 -5.78
O 3.85 1.40 -5.84
C 3.81 0.59 -4.62
N 2.74 4.55 -7.21
H 5.10 4.70 -6.03
H 5.16 4.63 -7.85
H 5.91 3.34 -6.89
H 3.62 2.76 -7.80
H 2.13 2.51 -5.65
H 3.51 3.16 -4.86
H 3.73 -0.49 -4.74
H 3.01 0.84 -3.93
H 4.67 0.84 -4.00
H 1.91 4.09 -7.54
H 2.42 4.94 -6.33
C 5.13 2.39 -1.62
C 4.98 3.09 -0.31
C 4.99 4.64 -0.40
O 6.23 5.07 -0.86
C 6.31 6.51 -0.91
N 3.73 2.38 0.10
H 5.26 1.33 -1.43
H 5.97 2.89 -2.10
H 4.31 2.51 -2.33
H 5.82 2.86 0.34
H 4.88 5.08 0.59
H 4.16 4.98 -1.01
H 5.49 7.00 -1.44
H 7.15 6.78 -1.55
H 6.47 6.95 0.07
H 3.98 1.41 0.05
H 3.62 2.61 1.08
C 3.34 2.71 6.52
C 2.78 3.00 5.14
C 1.39 2.37 4.92
O 0.94 2.62 3.65
C -0.37 2.03 3.45
N 2.74 4.42 4.89
H 3.70 1.68 6.53
H 2.63 2.86 7.33
H 4.14 3.40 6.78
H 3.45 2.54 4.41
H 0.69 2.74 5.66
H 1.67 1.33 5.08
H -0.95 1.91 4.36
H -0.10 1.10 2.96
H -0.93 2.71 2.81
H 2.09 5.02 5.37
H 2.24 4.49 4.02
C 5.57 -1.53 -0.55
C 5.10 -2.90 -0.03
C 4.00 -3.50 -0.90
O 2.71 -2.91 -0.81
C 1.86 -3.29 -1.87
N 6.29 -3.71 -0.04
H 5.00 -0.71 -0.12
H 5.66 -1.47 -1.64
H 6.62 -1.33 -0.33
H 4.83 -2.76 1.02
H 3.82 -4.56 -0.72
H 4.38 -3.49 -1.92
H 2.16 -3.03 -2.88
H 0.86 -2.86 -1.76
H 1.70 -4.37 -1.84
H 6.10 -4.68 0.17
H 6.94 -3.39 0.66
C -6.42 0.55 -4.05
C -4.92 0.41 -3.72
C -4.65 -1.11 -3.39
O -3.31 -1.32 -2.94
C -3.08 -2.59 -2.35
N -4.10 0.76 -4.90
H -6.58 1.44 -4.67
H -7.14 0.46 -3.24
H -6.72 -0.25 -4.73
H -4.65 1.21 -3.03
H -4.93 -1.67 -4.28
H -5.22 -1.42 -2.51
H -2.02 -2.70 -2.11
H -3.46 -3.35 -3.04
H -3.54 -2.60 -1.37
H -4.35 0.14 -5.66
H -3.13 0.59 -4.64
C -7.81 2.17 5.59
C -7.85 2.41 4.06
C -6.79 1.57 3.20
O -5.53 1.92 3.71
C -4.42 1.64 2.87
N -9.23 2.18 3.68
H -7.99 1.17 5.99
H -8.47 2.91 6.04
H -6.87 2.39 6.09
H -7.72 3.48 3.96
H -6.73 1.82 2.14
H -6.98 0.50 3.28
H -4.51 0.70 2.32
H -3.56 1.55 3.53
H -4.16 2.40 2.13
H -9.84 2.71 4.28
H -9.45 1.23 3.93
C -1.37 -7.70 -3.68
C -1.60 -6.19 -3.48
C -1.26 -5.75 -2.04
O -1.98 -6.45 -1.04
C -2.05 -5.76 0.20
N -0.97 -5.33 -4.45
H -0.39 -7.95 -3.26
H -1.51 -8.00 -4.72
H -2.09 -8.24 -3.07
H -2.67 -6.24 -3.67
H -1.32 -4.66 -1.98
H -0.22 -6.07 -1.98
H -1.12 -6.02 0.72
H -2.73 -6.26 0.89
H -2.30 -4.70 0.16
H -1.25 -5.71 -5.34
H 0.02 -5.53 -4.44
C 0.74 -2.60 -5.75
C -0.25 -1.62 -5.11
C -0.24 -0.13 -5.61
O -1.25 0.61 -4.93
C -1.06 1.98 -5.07
N -1.57 -2.28 -5.14
H 1.74 -2.22 -5.53
H 0.69 -2.67 -6.83
H 0.64 -3.62 -5.39
H -0.04 -1.59 -4.04
H -0.45 -0.12 -6.68
H 0.70 0.26 -5.23
H -0.06 2.37 -4.87
H -1.62 2.63 -4.40
H -1.36 2.29 -6.08
H -1.37 -3.24 -4.88
H -2.14 -1.95 -4.38
C 8.00 0.17 4.51
C 6.89 -0.44 3.61
C 5.53 0.22 3.75
O 4.58 -0.52 3.03
C 3.28 0.13 2.84
N 7.44 -0.16 2.28
H 8.38 1.15 4.24
H 8.90 -0.44 4.41
H 7.54 0.25 5.50
H 6.92 -1.53 3.67
H 5.63 1.24 3.39
H 5.16 0.17 4.77
H 2.58 0.18 3.68
H 2.64 -0.32 2.07
H 3.50 1.16 2.56
H 6.74 -0.56 1.67
H 7.53 0.83 2.09
C -5.87 -1.87 0.59
C -6.23 -2.11 2.00
C -6.76 -3.52 2.32
O -7.96 -3.85 1.57
C -8.34 -5.19 1.73
N -5.06 -1.85 2.82
H -5.67 -0.81 0.42
H -6.64 -2.18 -0.11
H -4.93 -2.30 0.24
H -6.95 -1.34 2.28
H -6.85 -3.68 3.40
H -5.96 -4.23 2.13
H -9.12 -5.37 0.99
H -8.77 -5.47 2.70
H -7.57 -5.93 1.54
H -4.37 -2.59 2.77
H -5.24 -1.69 3.80
C 0.60 1.22 -1.77
C -0.57 0.25 -1.48
C -0.76 0.15 0.05
O -1.55 -1.00 0.31
C -1.65 -1.27 1.69
N -1.76 0.74 -2.16
H 0.77 1.35 -2.84
H 1.56 0.98 -1.32
H 0.34 2.21 -1.39
H -0.24 -0.72 -1.86
H -1.32 0.98 0.48
H 0.18 0.16 0.60
H -1.98 -2.29 1.83
H -2.42 -0.76 2.26
H -0.68 -1.24 2.18
H -2.40 -0.03 -2.04
H -1.54 0.73 -3.14
C -0.08 5.05 0.14
C 1.06 5.55 1.04
C 0.58 6.27 2.33
O -0.14 7.48 2.01
C -0.46 8.30 3.02
N 1.88 4.43 1.32
H -0.88 5.77 -0.01
H -0.57 4.17 0.55
H 0.26 4.75 -0.85
H 1.59 6.33 0.49
H 1.44 6.39 2.99
H 0.06 5.56 2.98
H -1.27 7.99 3.68
H -0.82 9.20 2.54
H 0.41 8.46 3.66
H 1.45 3.74 1.92
H 2.14 3.95 0.47
C 1.34 -6.26 5.47
C 0.95 -6.37 3.98
C 1.30 -5.14 3.12
O 0.88 -3.95 3.71
C 1.40 -2.79 3.02
N 1.46 -7.61 3.42
H 0.70 -5.62 6.08
H 2.36 -5.89 5.56
H 1.11 -7.21 5.95
H -0.13 -6.34 3.85
H 0.91 -5.22 2.10
H 2.37 -5.11 2.92
H 0.99 -2.89 2.01
H 2.49 -2.70 3.00
H 0.90 -1.93 3.46
H 1.52 -8.46 3.95
H 0.77 -7.95 2.77
C 0.87 5.23 -3.70
O 1.81 5.61 -4.75
H 0.99 5.95 -2.89
H -0.19 5.09 -3.95
H 1.16 4.24 -3.35
H 1.85 6.56 -4.87
C -3.19 3.49 -0.40
O -2.10 3.34 -1.30
H -3.44 4.55 -0.43
H -4.03 2.83 -0.62
H -2.79 3.13 0.55
H -1.93 2.47 -1.65
C -3.44 -5.26 3.90
O -3.36 -3.88 3.67
H -2.43 -5.67 3.89
H -3.98 -5.40 4.84
H -3.92 -5.67 3.01
H -2.64 -3.40 4.09

# 2
109
Properties=species:S:1:pos:R:3 method="wB97M-V/def2-TZVPD" total_charge=-1 e_homo_ev="-2.421 / -4.086" relative_energy_kcal_mol=39.47 s2=0.760 e_lumo_ev="1.46 / 1.45" spin_multiplicity=2
Bi -0.60 -0.42 -0.04
O 2.56 0.96 0.50
S 1.81 2.01 -0.27
C 2.49 3.58 0.35
C 3.44 4.30 -0.33
C 3.83 5.60 0.05
C 3.26 6.16 1.15
C 3.41 7.52 1.79
C 2.52 7.47 3.06
C 1.91 6.09 3.05
C 1.05 5.48 3.91
C 0.61 4.18 3.61
C 1.00 3.49 2.47
P 0.20 1.87 2.12
C 0.69 0.79 3.50
C -0.09 -0.34 3.75
C 0.33 -1.28 4.68
C 1.53 -1.11 5.35
C 2.32 0.00 5.08
C 1.90 0.95 4.16
C -1.53 2.35 2.49
C -2.22 2.07 3.66
C -3.58 2.36 3.74
C -4.23 2.96 2.67
C -3.53 3.29 1.52
C -2.19 2.97 1.43
C 1.92 4.10 1.56
C 2.35 5.40 1.91
C 2.45 1.95 -1.95
C 2.11 3.02 -2.73
C 2.55 3.18 -4.06
C 3.40 2.23 -4.56
C 4.06 2.11 -5.91
C 4.84 0.78 -5.85
C 4.55 0.21 -4.48
C 4.89 -0.97 -3.90
C 4.30 -1.30 -2.66
C 3.43 -0.46 -1.98
P 2.33 -1.27 -0.73
C 3.48 -2.09 0.44
C 2.93 -3.02 1.33
C 3.73 -3.63 2.28
C 5.08 -3.31 2.36
C 5.62 -2.37 1.50
C 4.82 -1.76 0.54
C 1.84 -2.65 -1.87
C 1.18 -2.23 -3.03
C 0.67 -3.14 -3.93
C 0.79 -4.51 -3.68
C 1.43 -4.93 -2.53
C 1.97 -4.01 -1.63
C 3.19 0.85 -2.49
C 3.72 1.11 -3.78
H 3.91 3.87 -1.21
H 4.56 6.14 -0.55
H 3.07 8.30 1.10
H 4.45 7.74 2.03
H 1.74 8.23 3.04
H 3.11 7.63 3.96
H 0.70 5.97 4.81
H -0.07 3.69 4.29
H -1.02 -0.49 3.21
H -0.29 -2.15 4.87
H 1.86 -1.85 6.06
H 3.26 0.13 5.60
H 2.53 1.81 3.94
H -1.72 1.60 4.49
H -4.13 2.09 4.63
H -5.29 3.17 2.74
H -4.04 3.75 0.69
H -1.65 3.17 0.51
H 1.48 3.79 -2.29
H 2.24 4.04 -4.64
H 4.71 2.96 -6.11
H 3.30 2.09 -6.69
H 5.92 0.93 -5.99
H 4.51 0.08 -6.62
H 5.54 -1.69 -4.39
H 4.49 -2.28 -2.25
H 1.87 -3.24 1.30
H 3.30 -4.35 2.96
H 5.70 -3.79 3.11
H 6.67 -2.11 1.57
H 5.25 -1.01 -0.11
H 1.06 -1.17 -3.22
H 0.17 -2.79 -4.83
H 0.38 -5.23 -4.37
H 1.53 -5.99 -2.31
H 2.48 -4.37 -0.75
O -3.75 -4.75 -3.31
C -2.97 -3.87 -2.66
C -2.28 -4.21 -1.50
C -1.52 -3.25 -0.87
N -1.45 -2.01 -1.35
C -2.10 -1.66 -2.46
C -2.85 -2.57 -3.16
C -1.98 -0.20 -2.86
O -2.42 0.16 -3.94
O -1.37 0.54 -2.00
C -0.73 -3.52 0.39
O -0.57 -4.66 0.78
O -0.24 -2.45 0.94
H -3.79 -5.57 -2.81
H -2.35 -5.20 -1.06
H -3.36 -2.26 -4.06
S -5.35 -2.40 3.70
Sb -5.64 -0.85 2.07
S -4.17 -1.70 0.18
S -2.91 -0.29 1.01

# 3
108
Properties=species:S:1:pos:R:3 method="wB97M-V/def2-TZVPD" total_charge=-1 e_homo_ev="-3.084 / -3.085" relative_energy_kcal_mol=0.00 e_lumo_ev="1.93 / 1.93" spin_multiplicity=1
Ti -0.26 -0.06 0.14
O 1.13 -3.39 -1.35
S 0.02 -2.41 -1.41
C -1.36 -3.47 -1.99
C -0.87 -4.62 -2.57
C -1.67 -5.62 -3.13
C -3.03 -5.44 -3.10
C -4.15 -6.31 -3.62
C -5.44 -5.53 -3.27
C -4.95 -4.29 -2.57
C -5.64 -3.24 -2.03
C -4.90 -2.22 -1.42
C -3.52 -2.19 -1.32
P -2.85 -0.79 -0.30
C -3.68 -1.23 1.27
C -4.21 -0.29 2.16
C -4.82 -0.71 3.33
C -4.86 -2.05 3.67
C -4.28 -2.99 2.81
C -3.70 -2.58 1.62
C -3.78 0.56 -1.13
C -5.01 1.07 -0.72
C -5.62 2.08 -1.46
C -5.03 2.57 -2.61
C -3.80 2.06 -3.02
C -3.18 1.06 -2.28
C -2.77 -3.26 -1.90
C -3.55 -4.29 -2.50
C 0.31 -1.40 -2.89
C -0.70 -1.30 -3.82
C -0.62 -0.50 -4.97
C 0.55 0.17 -5.21
C 0.95 1.08 -6.34
C 2.38 1.53 -5.99
C 2.71 0.80 -4.71
C 3.86 0.79 -3.96
C 3.84 0.06 -2.76
C 2.74 -0.61 -2.27
P 2.85 -1.34 -0.58
C 3.71 -0.15 0.52
C 3.73 -0.60 1.84
C 4.35 0.14 2.83
C 4.94 1.36 2.53
C 4.88 1.84 1.23
C 4.27 1.09 0.23
C 4.24 -2.52 -0.92
C 5.49 -2.41 -0.31
C 6.52 -3.30 -0.62
C 6.32 -4.30 -1.56
C 5.09 -4.40 -2.18
C 4.06 -3.53 -1.87
C 1.56 -0.70 -3.08
C 1.61 0.04 -4.29
H 0.20 -4.74 -2.58
H -1.21 -6.50 -3.58
H -4.12 -7.29 -3.15
H -4.05 -6.47 -4.70
H -6.09 -6.11 -2.61
H -6.02 -5.28 -4.16
H -6.72 -3.18 -2.06
H -5.46 -1.41 -0.96
H -4.11 0.76 1.95
H -5.22 0.03 4.01
H -5.30 -2.37 4.60
H -4.27 -4.04 3.08
H -3.25 -3.32 0.98
H -5.49 0.70 0.16
H -6.57 2.47 -1.13
H -5.51 3.36 -3.18
H -3.32 2.45 -3.91
H -2.22 0.69 -2.60
H -1.62 -1.84 -3.65
H -1.47 -0.44 -5.64
H 0.26 1.92 -6.42
H 0.92 0.55 -7.29
H 2.44 2.61 -5.83
H 3.09 1.29 -6.78
H 4.75 1.33 -4.26
H 4.75 0.02 -2.18
H 3.23 -1.53 2.10
H 4.34 -0.22 3.86
H 5.40 1.95 3.30
H 5.28 2.81 0.99
H 4.20 1.51 -0.76
H 5.68 -1.64 0.42
H 7.48 -3.19 -0.13
H 7.12 -4.98 -1.81
H 4.92 -5.18 -2.92
H 3.10 -3.63 -2.36
Se -0.04 -1.67 2.03
Se -1.09 -0.69 3.94
Te -0.67 1.72 3.42
Se -1.76 1.85 1.15
O -0.18 1.65 -2.29
C 0.15 2.96 -2.22
C -0.27 3.81 -3.25
C 0.07 5.15 -3.22
C 0.84 5.65 -2.17
C 1.24 4.80 -1.15
C 0.91 3.45 -1.16
C 1.38 2.60 -0.02
O 2.01 3.09 0.88
O 1.16 1.29 -0.10
H 0.35 1.27 -1.55
H -0.86 3.39 -4.05
H -0.26 5.80 -4.01
H 1.10 6.70 -2.14
H 1.82 5.16 -0.32